{
  "formula": "CH3ClNO",
  "method": "the ωB97M-V functional and the def2-TZVPD basis",
  "multiplicity": 1,
  "e_tot_ev": -17144.5370,
  "orbital_gap_ha": 0.308,
  "total_charge": -1,
  "de_lowest_kcal_mol": 95.0,
  "elements": ["C", "N", "O", "Cl", "H", "H", "H"],
  "positions_angstrom": [[-0.684, -0.186, -0.168], [0.293, -0.777, 0.650], [-0.329, -1.497, -0.485], [3.288, 0.176, 0.125], [-0.686, 0.657, -0.922], [-1.782, -0.232, 0.456], [1.362, -0.435, 0.381]],
  "forces_ev_per_angstrom": [[-4.3028, -0.1953, 1.6573], [2.7285, 1.2192, -0.1120], [0.4272, 0.2657, -0.6722], [-0.1098, 0.0415, -0.0200], [0.8477, -1.1186, 0.8427], [2.6138, 0.6633, -1.8267], [-2.2047, -0.8758, 0.1309]],
  "lowdin_charge": [-0.35, -0.04, -0.15, -0.60, 0.11, 0.13, -0.09]
}

{
  "formula": "CH3ClOSi",
  "method": "the ωB97M-V functional and the def2-TZVPD basis",
  "multiplicity": 1,
  "e_tot_ev": -23532.7316,
  "orbital_gap_ha": 0.423,
  "total_charge": 0,
  "de_lowest_kcal_mol": 15.7,
  "elements": ["C", "O", "Si", "Cl", "H", "H", "H"],
  "positions_angstrom": [[2.016, 1.102, 0.212], [2.658, 0.211, -0.030], [-0.940, -0.307, -0.029], [0.329, -1.882, 0.161], [-1.849, 0.109, 0.980], [-1.675, -0.420, -1.250], [-0.538, 1.186, -0.043]],
  "forces_ev_per_angstrom": [[0.3720, 0.2674, 0.1094], [0.1031, -0.0350, -0.0651], [-0.0867, 2.4199, -0.5118], [-0.0020, 0.0947, 0.2841], [-0.9336, -1.0214, 1.3880], [-0.3579, -0.4979, -0.7637], [0.9053, -1.2278, -0.4410]],
  "lowdin_charge": [-0.06, -0.01, 0.16, 0.24, -0.13, -0.12, -0.08]
}

{
  "formula": "CH3F2N3",
  "method": "the ωB97M-V functional and the def2-TZVPD basis",
  "multiplicity": 1,
  "e_tot_ev": -10985.2064,
  "orbital_gap_ha": 0.350,
  "total_charge": 0,
  "de_lowest_kcal_mol": 61.0,
  "elements": ["C", "N", "N", "N", "F", "F", "H", "H", "H"],
  "positions_angstrom": [[-0.552, -0.096, 0.240], [2.478, -0.107, 0.040], [0.767, 0.190, 0.408], [-1.672, -0.159, 0.068], [2.645, 0.502, -1.090], [-4.078, 0.097, -0.670], [1.090, 0.766, 1.261], [-3.146, -0.018, -0.296], [2.468, -1.174, 0.040]],
  "forces_ev_per_angstrom": [[4.6380, 0.4234, -0.0932], [-4.0583, -1.2858, 3.3382], [2.6249, 1.5621, 2.5680], [-1.5457, -0.4612, -0.0060], [0.5632, -0.3021, -2.1945], [1.5607, -0.1952, 0.7486], [-1.7735, -1.3015, -1.8895], [-2.0663, 0.2135, -0.9520], [0.0569, 1.3468, -1.5195]],
  "lowdin_charge": [-0.27, 0.05, 0.03, 0.18, -0.02, -0.23, 0.14, -0.02, 0.14]
}

{
  "formula": "CH3F2NO",
  "method": "the ωB97M-V functional and the def2-TZVPD basis",
  "multiplicity": 1,
  "e_tot_ev": -10056.4792,
  "orbital_gap_ha": 0.370,
  "total_charge": 0,
  "de_lowest_kcal_mol": 63.6,
  "elements": ["C", "N", "O", "F", "F", "H", "H", "H"],
  "positions_angstrom": [[0.424, -0.525, 0.000], [-0.542, 0.131, 0.583], [0.459, -0.794, -1.322], [2.049, 0.958, 0.080], [1.080, -1.421, 0.706], [-0.942, 0.932, 0.032], [-0.629, 0.344, 1.606], [1.335, -0.544, -1.869]],
  "forces_ev_per_angstrom": [[3.6100, -0.1489, -1.2710], [-1.6809, 2.2018, 0.0225], [1.2059, 1.5104, -0.2304], [-1.6198, -1.4711, -0.3632], [-0.6563, 0.7248, 0.0619], [0.7045, -1.4241, 0.4965], [0.8600, -0.9633, -1.4535], [-2.4234, -0.4295, 2.7371]],
  "lowdin_charge": [-0.50, 0.22, 0.08, -0.54, 0.16, 0.17, 0.17, 0.22]
}

{
  "formula": "CH3F2OP",
  "method": "the ωB97M-V functional and the def2-TZVPD basis",
  "multiplicity": 1,
  "e_tot_ev": -17853.6014,
  "orbital_gap_ha": [0.300, 0.159],
  "total_charge": 0,
  "de_lowest_kcal_mol": 122.3,
  "elements": ["C", "O", "F", "F", "P", "H", "H", "H"],
  "positions_angstrom": [[-0.247, -0.169, -0.144], [-1.439, -0.977, 0.132], [-1.499, 2.950, 0.146], [-3.731, -1.616, 0.025], [-2.825, -0.252, -0.129], [0.516, -0.891, -0.520], [0.210, 0.085, 0.781], [-0.390, 0.809, -0.545]],
  "forces_ev_per_angstrom": [[1.7210, -1.5763, 1.0184], [-0.8473, 1.3474, -0.5750], [-0.1847, -1.0155, -0.0342], [1.0427, 2.0256, 0.0234], [-0.1375, -2.1247, 0.1814], [-0.9592, 0.8692, -0.7480], [-0.0637, 0.0820, 1.3812], [-0.5713, 0.3922, -1.2474]],
  "lowdin_charge": [-0.12, -0.40, -0.54, -0.31, 1.13, 0.11, 0.08, 0.05]
}

{
  "formula": "CH3F2OPS",
  "method": "the ωB97M-V functional and the def2-TZVPD basis",
  "multiplicity": 1,
  "e_tot_ev": -28691.4963,
  "orbital_gap_ha": 0.256,
  "total_charge": 0,
  "de_lowest_kcal_mol": 71.9,
  "elements": ["C", "O", "F", "F", "P", "S", "H", "H", "H"],
  "positions_angstrom": [[1.664, 0.206, -0.250], [0.509, -0.134, -0.367], [0.095, 2.284, -0.357], [-1.513, -2.672, 0.479], [-0.873, 0.972, -0.721], [-1.974, 0.600, 0.910], [1.927, 1.078, -0.773], [2.290, -0.385, 0.341], [-2.125, -1.949, 0.739]],
  "forces_ev_per_angstrom": [[-0.6195, 0.3224, -0.6368], [-0.2644, -1.7961, 1.0752], [-0.3718, -0.6871, -0.1239], [-1.5310, 1.5798, 0.6318], [-2.2471, 1.2881, 0.5846], [1.0332, 0.3134, -1.2644], [1.0473, 1.4345, -0.2349], [1.2993, -1.0000, 0.6672], [1.6540, -1.4548, -0.6988]],
  "lowdin_charge": [0.06, -0.25, -0.40, -0.17, 0.44, 0.09, 0.09, 0.11, 0.03]
}

{
  "formula": "CH3F2OPS",
  "method": "the ωB97M-V functional and the def2-TZVPD basis",
  "multiplicity": 1,
  "e_tot_ev": -28692.9092,
  "orbital_gap_ha": 0.367,
  "total_charge": 0,
  "de_lowest_kcal_mol": 39.3,
  "elements": ["F", "P", "F", "S", "H", "C", "O", "H", "H"],
  "positions_angstrom": [[3.171, -0.695, 0.277], [1.662, -0.419, 0.616], [1.099, -1.310, -0.596], [1.630, 1.539, -0.099], [0.489, 1.650, 0.378], [-1.987, -0.222, -0.100], [-1.189, 0.346, 0.560], [-1.666, -0.941, -0.929], [-3.209, 0.052, -0.106]],
  "forces_ev_per_angstrom": [[0.8889, -0.0803, -0.0468], [-0.5873, -0.4934, 0.2889], [-0.1423, 0.2537, -0.0362], [3.0723, -0.1394, -1.5451], [-3.0348, 0.5897, 1.2898], [-2.9354, -0.1503, -2.3365], [0.2899, 0.3437, 1.0478], [-0.3870, 0.3921, 0.9878], [2.8357, -0.7158, 0.3502]],
  "lowdin_charge": [-0.33, 0.51, -0.33, 0.49, -0.30, -0.16, -0.10, 0.09, 0.13]
}

{
  "formula": "CH3F2PS",
  "method": "the ωB97M-V functional and the def2-TZVPD basis",
  "multiplicity": 1,
  "e_tot_ev": -26641.0000,
  "orbital_gap_ha": 0.299,
  "total_charge": 0,
  "de_lowest_kcal_mol": 121.4,
  "elements": ["C", "F", "F", "P", "S", "H", "H", "H"],
  "positions_angstrom": [[-0.928, -0.310, -0.600], [0.835, 0.745, 1.878], [-0.749, -1.330, -1.484], [1.134, 0.266, 0.313], [-1.775, 0.931, -1.325], [1.487, -0.888, 0.811], [2.470, 0.554, 0.421], [-2.043, 1.571, -0.166]],
  "forces_ev_per_angstrom": [[-0.1998, -1.9367, 1.3342], [-0.6136, 0.4118, -1.2811], [0.2921, 0.9911, 0.2063], [-0.3414, 1.8124, 0.8819], [-0.9905, 1.1798, -0.9781], [0.1957, -3.2634, 0.1240], [1.4483, 0.9528, -0.1266], [0.2092, -0.1477, -0.1606]],
  "lowdin_charge": [-0.76, -0.41, -0.13, 0.83, 0.77, -0.09, -0.11, -0.10]
}

{
  "formula": "CH3F3N2OS",
  "method": "the ωB97M-V functional and the def2-TZVPD basis",
  "multiplicity": 1,
  "e_tot_ev": -25097.1089,
  "orbital_gap_ha": [0.295, 0.304],
  "total_charge": 0,
  "de_lowest_kcal_mol": 31.6,
  "elements": ["C", "N", "N", "O", "F", "F", "F", "S", "H", "H", "H"],
  "positions_angstrom": [[-1.553, 0.860, -0.004], [2.244, -0.059, -0.071], [1.154, -0.639, -0.653], [-1.369, -1.743, 0.789], [-2.687, 1.093, -0.704], [-1.744, 0.946, 1.348], [-0.631, 1.759, -0.393], [-1.187, -0.992, -0.481], [1.927, 0.958, -0.108], [1.201, -1.686, -0.465], [2.644, -0.498, 0.743]],
  "forces_ev_per_angstrom": [[-0.0355, -1.3831, 0.1503], [-2.5873, 1.9208, -1.0306], [1.2785, -2.2023, -0.5887], [-0.1708, 0.0211, -0.3236], [0.3396, 0.6809, 0.8986], [0.0415, 0.2549, -1.9662], [-0.5059, -0.4352, 0.4125], [-0.2448, 0.7989, 1.3480], [1.7768, -1.5436, 0.9089], [0.1315, 1.4537, -0.3125], [-0.0235, 0.4339, 0.5033]],
  "lowdin_charge": [-0.71, -0.04, -0.19, -0.56, 0.06, 0.09, 0.09, 1.00, 0.12, 0.05, 0.09]
}

{
  "formula": "CH3F3NS",
  "method": "the ωB97M-V functional and the def2-TZVPD basis",
  "multiplicity": 1,
  "e_tot_ev": -21549.4646,
  "orbital_gap_ha": [0.302, 0.302],
  "total_charge": 1,
  "de_lowest_kcal_mol": 74.4,
  "elements": ["C", "N", "S", "F", "F", "F", "H", "H", "H"],
  "positions_angstrom": [[1.523, -0.019, 0.005], [0.182, 0.397, 0.280], [-1.253, -0.097, 0.006], [-2.043, 1.019, 0.895], [-1.888, 0.403, -1.418], [-2.307, -1.602, 0.348], [1.453, -0.375, -0.991], [2.081, -0.567, 0.829], [2.252, 0.841, 0.044]],
  "forces_ev_per_angstrom": [[1.5032, 0.4646, 1.0874], [-3.1622, -1.5233, 0.0199], [-1.2635, 2.7386, 1.1092], [1.0123, -3.0598, -1.9684], [1.1030, -1.6325, 2.9421], [2.5507, 4.0177, -1.0177], [1.0928, -0.8578, -0.7559], [-1.4996, -0.3348, -0.9692], [-1.3367, 0.1873, -0.4473]],
  "lowdin_charge": [-0.06, -0.12, 1.23, -0.11, -0.12, -0.20, 0.09, 0.15, 0.15]
}

{
  "formula": "CH3F3Si",
  "method": "the ωB97M-V functional and the def2-TZVPD basis",
  "multiplicity": 1,
  "e_tot_ev": -17116.4196,
  "orbital_gap_ha": 0.441,
  "total_charge": 0,
  "de_lowest_kcal_mol": 122.9,
  "elements": ["F", "Si", "C", "F", "F", "H", "H", "H"],
  "positions_angstrom": [[-0.114, 1.471, 1.771], [-0.270, 0.662, 0.440], [0.251, -1.074, 0.948], [1.306, -1.047, 1.894], [-0.820, -1.660, 1.580], [-1.760, 0.435, -0.046], [0.652, 1.080, -0.713], [0.522, -1.763, 0.210]],
  "forces_ev_per_angstrom": [[-0.0947, 0.9363, 0.5089], [-0.7914, -1.0447, -2.0614], [0.3173, 0.2070, 2.1244], [-0.8800, 0.0937, -0.9552], [-0.1528, 0.0055, 0.2854], [1.5204, 0.6283, 0.5659], [-0.6567, 0.1004, 0.9104], [0.7380, -0.9265, -1.3784]],
  "lowdin_charge": [-0.17, 0.62, -0.45, -0.04, -0.04, 0.00, -0.02, 0.09]
}

{
  "formula": "CH3FIN",
  "method": "the ωB97M-V functional and the def2-TZVPD basis",
  "multiplicity": 1,
  "e_tot_ev": -13389.5584,
  "orbital_gap_ha": [0.326, 0.263],
  "total_charge": 0,
  "de_lowest_kcal_mol": 88.5,
  "elements": ["C", "N", "F", "I", "H", "H", "H"],
  "positions_angstrom": [[-0.702, 0.305, 0.046], [0.250, -0.663, -0.518], [0.559, -1.855, 0.137], [2.721, 0.504, 0.138], [-1.632, -0.103, -0.262], [-0.664, 0.551, 1.052], [-0.532, 1.260, -0.594]],
  "forces_ev_per_angstrom": [[1.1412, 0.1525, -2.5306], [2.1099, 0.6210, -0.9098], [-1.4588, 1.2320, 0.5760], [-0.5367, -0.1617, -0.2346], [-1.3680, -0.2506, 0.0274], [0.1903, 0.1442, 2.0174], [-0.0778, -1.7375, 1.0542]],
  "lowdin_charge": [-0.16, -0.13, -0.14, 0.21, 0.07, 0.04, 0.11]
}